No. 1
C27H28MnN2O4P2S | wB97M-V/def2-TZVPD

Structure (XYZ):
```
65
Properties=species:S:1:pos:R:3:forces:R:3:lowdin_charge:R:1
C -0.892 3.604 -2.437 0.175 0.021 -0.087 -0.042
C -0.828 2.209 -2.516 0.341 -0.417 0.324 -0.215
C 0.337 1.656 -3.044 -0.279 0.701 0.194 -0.207
C 1.376 2.430 -3.608 -1.232 0.217 0.393 -0.167
C 1.278 3.832 -3.523 0.166 -0.245 -0.132 0.004
C 0.162 4.398 -2.915 -0.101 0.048 0.075 -0.054
C 2.369 1.615 -4.243 2.593 1.859 0.756 0.046
C 2.807 0.429 -3.567 -0.171 -1.200 0.478 -0.168
C 1.726 -0.301 -3.029 0.573 -0.565 0.202 -0.219
C 1.851 -1.589 -2.516 -0.287 0.455 0.351 -0.220
C 3.149 -2.076 -2.333 0.095 0.150 -0.162 -0.035
C 4.257 -1.328 -2.764 0.026 -0.080 0.123 -0.056
C 4.101 -0.105 -3.411 -0.168 0.226 -0.161 0.003
H -1.781 4.069 -2.007 0.258 -0.007 -0.226 0.117
H 2.085 4.442 -3.930 -0.300 -0.012 0.113 0.123
H 0.087 5.481 -2.814 0.046 -0.309 -0.104 0.114
H 3.150 2.165 -4.762 -0.134 -0.102 -0.325 0.130
H 3.288 -3.054 -1.867 0.096 0.227 -0.271 0.113
H 5.256 -1.731 -2.597 -0.275 0.144 -0.112 0.113
H 4.954 0.462 -3.787 -0.112 -0.295 0.104 0.122
N 0.468 0.273 -3.346 0.305 0.270 -3.153 0.082
Mn -0.255 -0.298 0.402 -1.180 -1.078 3.193 0.328
C -1.941 1.282 -2.052 0.085 0.304 0.011 -0.243
H -1.799 0.309 -2.545 -0.235 0.263 0.045 0.082
H -2.927 1.697 -2.304 0.179 -0.146 0.008 0.108
C 0.588 -2.368 -2.191 0.263 -0.018 0.130 -0.253
H -0.245 -1.913 -2.746 0.220 -0.304 0.046 0.082
H 0.701 -3.426 -2.468 -0.086 0.227 0.003 0.109
P -1.925 0.935 -0.235 -0.621 2.272 -1.507 0.842
P 0.097 -2.290 -0.413 0.582 -2.743 -1.775 0.811
C 1.435 -3.143 0.477 0.072 0.013 0.371 -0.207
H 1.304 -2.964 1.553 0.106 -0.138 -0.223 0.053
H 1.396 -4.222 0.277 0.014 0.258 0.012 0.066
H 2.410 -2.744 0.174 -0.278 -0.035 0.126 0.043
C -1.337 -3.398 -0.295 -0.187 -0.137 0.211 -0.223
H -1.008 -4.445 -0.333 -0.149 0.235 -0.082 0.062
H -1.844 -3.194 0.660 0.133 -0.202 -0.358 0.024
H -2.030 -3.192 -1.121 0.144 -0.077 0.174 0.058
C -1.975 2.546 0.596 -0.098 0.149 0.279 -0.192
H -3.024 2.844 0.723 0.280 0.062 -0.030 0.062
H -1.488 2.478 1.578 -0.181 0.037 -0.231 0.029
H -1.445 3.297 -0.001 -0.033 -0.225 0.188 0.042
C -3.533 0.172 0.115 0.048 -0.477 0.189 -0.195
H -3.401 -0.598 0.890 -0.209 0.179 -0.187 0.030
H -4.221 0.946 0.478 0.148 -0.248 -0.146 0.062
H -3.932 -0.289 -0.797 0.076 0.069 0.245 0.063
C 1.189 0.694 0.073 5.045 5.313 -3.375 -0.146
O 2.075 1.351 -0.340 -3.279 -2.878 2.103 0.154
H 0.892 0.562 -4.389 -2.446 -1.665 1.710 0.197
O 0.116 2.026 3.163 0.305 -0.586 0.046 -0.288
S 0.516 0.660 3.396 -1.313 -1.348 -0.678 0.694
O 1.904 0.294 3.331 -0.577 0.251 -0.050 -0.270
N -0.404 -0.389 2.332 0.559 0.733 0.421 -0.164
C -1.355 -1.153 2.974 -0.582 -0.564 -1.358 -0.468
O -2.188 -1.841 2.343 1.404 1.057 1.158 0.005
C -1.249 -0.988 4.428 -0.451 -0.155 0.871 -0.139
C -2.017 -1.630 5.408 0.249 0.181 -0.298 0.020
C -1.810 -1.297 6.746 0.212 0.188 -0.021 -0.038
C -0.857 -0.325 7.102 -0.012 -0.058 -0.365 -0.034
C -0.097 0.319 6.118 -0.129 -0.181 -0.083 -0.017
C -0.313 -0.037 4.790 0.248 0.330 1.065 -0.223
H -2.749 -2.369 5.089 0.118 0.150 0.187 0.129
H -2.390 -1.789 7.528 0.164 0.145 -0.250 0.117
H -0.708 -0.069 8.151 -0.049 -0.078 -0.293 0.118
H 0.646 1.078 6.352 -0.173 -0.160 0.138 0.129
```
Positions in Å, forces in eV/Å.

Results
**Spin multiplicity**: 5
**LUMO energy (alpha / beta)**: -4.87 / -4.45 eV
**E**: -3687.731517 hartree
**Gap between HOMO and LUMO (alpha / beta)**: 5.467 / 7.025 eV
**Net charge**: +1

***

No. 2
C18H21F3N4O4 | wB97M-V/def2-TZVPD

Structure (XYZ):
```
50
Properties=species:S:1:pos:R:3:forces:R:3:lowdin_charge:R:1
C 3.411 4.599 0.335 -0.117 -0.123 -0.176 -0.101
C 2.680 3.518 -0.450 0.062 -0.040 0.263 -0.229
C 2.386 2.306 0.438 0.324 0.298 -0.106 -0.151
N 1.644 1.273 -0.269 0.024 0.115 0.109 0.067
C 0.281 1.318 -0.384 -0.578 -0.722 -0.260 -0.225
N -0.386 2.344 0.212 0.117 0.032 0.053 0.200
C -0.403 0.305 -1.009 0.002 0.120 0.150 -0.136
N -1.815 0.382 -1.176 0.539 0.509 -0.079 0.006
C -2.302 1.148 -2.314 -0.047 -0.115 -0.486 -0.091
C -1.662 0.690 -3.623 -0.216 0.071 0.053 -0.195
O -0.342 1.196 -3.679 -0.094 0.116 0.103 -0.200
C 0.406 0.653 -4.738 0.010 -0.036 -0.080 -0.104
C -2.627 -0.578 -0.644 -0.086 -0.064 0.418 -0.398
O -3.796 -0.700 -0.945 -0.101 -0.223 -0.110 0.097
C -1.954 -1.426 0.390 -0.126 -0.233 0.287 -0.122
C -1.976 -2.808 0.259 -0.021 0.129 0.059 0.001
C -1.311 -3.605 1.176 -0.033 -0.043 -0.009 -0.045
C -0.617 -3.034 2.230 0.019 0.199 0.045 -0.004
C -0.621 -1.653 2.370 0.043 0.026 0.068 -0.108
C 0.117 -0.973 3.486 0.064 0.220 0.185 -0.582
F 0.913 0.018 3.025 0.058 0.071 -0.212 0.124
F -0.711 -0.384 4.370 -0.220 -0.011 -0.003 0.140
F 0.905 -1.791 4.192 0.035 -0.301 -0.038 0.144
C -1.295 -0.846 1.465 -0.076 -0.293 0.051 0.042
C 0.286 -0.830 -1.557 0.197 0.507 0.208 -0.412
O -0.221 -1.787 -2.110 -0.106 -0.134 -0.185 0.084
N 1.667 -0.758 -1.400 0.128 -0.394 -0.213 0.233
C 2.393 0.238 -0.813 -0.195 -0.093 -0.065 -0.464
O 3.600 0.218 -0.758 0.402 0.008 0.009 0.091
H 2.808 4.946 1.171 -0.022 0.081 0.114 0.073
H 3.631 5.449 -0.306 0.053 0.107 0.014 0.073
H 4.348 4.212 0.726 0.134 0.010 0.082 0.078
H 1.756 3.924 -0.868 -0.022 -0.039 -0.073 0.103
H 3.299 3.188 -1.286 -0.077 -0.045 -0.058 0.117
H 1.838 2.584 1.341 0.019 -0.035 -0.020 0.126
H 3.332 1.851 0.738 -0.198 0.085 0.051 0.131
H 0.081 3.221 0.363 -0.034 -0.003 -0.009 0.096
H -1.375 2.384 0.028 0.017 0.009 -0.023 0.109
H -3.382 0.997 -2.354 0.134 0.126 -0.019 0.126
H -2.075 2.209 -2.173 -0.073 -0.001 -0.022 0.126
H -2.246 1.068 -4.476 0.034 -0.018 0.066 0.130
H -1.652 -0.408 -3.663 -0.026 0.083 -0.008 0.128
H -0.044 0.899 -5.707 0.043 -0.009 -0.015 0.089
H 1.399 1.095 -4.676 0.024 -0.042 -0.088 0.090
H 0.480 -0.436 -4.648 0.015 0.001 -0.011 0.090
H -2.499 -3.246 -0.576 -0.038 -0.047 -0.097 0.129
H -1.322 -4.678 1.065 0.000 -0.101 -0.029 0.109
H -0.080 -3.647 2.936 0.038 -0.041 0.045 0.119
H -1.303 0.224 1.608 0.044 0.133 -0.035 0.126
H 2.206 -1.523 -1.790 -0.074 0.148 0.095 0.174
```
Positions in Å, forces in eV/Å.

Results
**LUMO energy**: 0.47 eV
**E**: -1518.195508 hartree
**SMILES string**: CCCn1c(N)c(N(CCOC)C(=O)c2cccc(C(F)(F)F)c2)c(=O)[nH]c1=O
**Gap between HOMO and LUMO**: 8.817 eV

***

No. 3
C10H31NO5 | wB97M-V/def2-TZVPD

Structure (XYZ):
```
47
Properties=species:S:1:pos:R:3:forces:R:3:lowdin_charge:R:1
C -1.911 -1.074 -0.313 -1.414 1.131 -4.125 -0.115
C -2.137 0.396 -0.754 -3.744 0.485 -0.380 -0.305
O -3.382 0.453 -1.509 0.320 0.005 -1.055 -0.066
H -1.727 -1.686 -1.196 -0.890 -0.095 -0.071 0.109
H -2.759 -1.434 0.269 0.110 -0.825 -1.679 0.085
H -1.039 -1.344 0.282 -3.570 3.192 -4.725 -0.088
H -1.330 0.832 -1.343 -2.032 -0.010 0.055 0.070
H -2.350 1.135 0.019 0.349 -0.728 0.184 0.094
H -4.086 0.033 -1.010 0.140 -0.017 0.139 0.068
C -0.101 1.102 0.678 -1.846 3.428 -1.045 -0.153
C -0.705 2.441 1.140 -0.957 -0.385 0.311 -0.211
O -1.048 3.449 0.131 0.932 -1.339 0.460 -0.065
H 0.633 1.344 -0.091 -0.193 1.018 0.633 0.093
H -0.655 0.365 0.097 -0.290 1.440 2.072 0.012
H 0.394 0.566 1.488 -3.429 2.917 -0.906 0.041
H 0.007 2.809 1.879 0.217 0.566 -0.144 0.113
H -1.622 2.263 1.702 -0.115 -0.219 0.158 0.100
H -1.549 4.117 0.604 -0.019 0.078 -0.066 0.076
C -0.025 -0.236 -2.222 0.973 -0.002 -1.171 -0.079
C 1.434 -0.368 -2.673 -0.472 0.939 -0.829 -0.292
O 1.863 -1.672 -2.964 0.186 -0.549 -0.003 -0.044
H -0.179 -0.074 -1.155 0.512 -0.828 -2.624 -0.011
H -0.595 -1.141 -2.430 0.109 0.328 -0.583 0.107
H -0.449 0.656 -2.683 -0.010 -0.337 -0.624 0.109
H 2.119 -0.030 -1.895 -0.233 0.777 -1.142 0.092
H 1.553 0.282 -3.540 0.220 0.013 -0.248 0.117
H 1.388 -1.994 -3.734 -0.066 -0.045 0.003 0.091
O -2.504 -0.187 1.742 -0.903 0.785 2.457 -0.061
H -3.010 -0.916 1.383 -0.280 0.284 0.743 0.034
H -3.086 0.215 2.387 -0.002 0.285 0.493 0.084
C 2.783 1.168 0.964 -0.493 -0.461 0.178 -0.015
C 2.049 -0.162 1.172 3.033 -2.028 -0.082 -0.406
C 1.424 -0.776 -0.048 -0.167 1.412 0.752 -0.284
O 0.656 -1.927 0.178 -0.347 -2.011 -0.310 -0.103
C -0.427 -1.939 1.170 5.947 -2.275 5.291 -0.149
N 2.952 -1.190 1.734 -0.715 0.118 1.053 0.062
H 3.037 1.576 1.943 0.142 0.006 0.007 0.090
H 2.078 1.851 0.489 0.886 0.278 -0.001 0.068
H 3.700 1.045 0.389 -0.087 0.046 -0.150 0.088
H 1.143 0.088 1.723 4.102 -2.632 2.389 0.067
H 2.153 -0.931 -0.843 -0.215 -1.194 1.384 0.114
H 0.702 -0.019 -0.355 2.999 -1.883 0.041 0.011
H -0.783 -0.930 1.376 0.810 -0.845 2.021 0.073
H 0.153 -2.292 2.023 -0.348 -0.386 0.794 0.124
H -1.242 -2.625 0.938 0.743 -0.546 0.399 0.131
H 3.915 -1.167 1.432 -0.078 0.448 -0.240 0.066
H 2.567 -2.073 1.429 0.184 -0.339 0.188 0.058
```
Positions in Å, forces in eV/Å.

Results
**LUMO energy**: 0.21 eV
**E**: -829.998207 hartree
**Gap between HOMO and LUMO**: 8.530 eV
**ΔE to the lowest compared entry with this formula, charge and spin**: 13.360 eV

***

No. 4
C4H8N3OP | wB97M-V/def2-TZVPD

Structure (XYZ):
```
17
Properties=species:S:1:pos:R:3:forces:R:3:lowdin_charge:R:1
C 0.692 1.505 -1.470 0.310 -3.279 3.275 -0.106
P -0.553 1.111 0.045 1.522 2.162 -1.827 0.583
N 0.011 1.503 1.573 -0.859 -0.127 -1.354 -0.053
O -1.805 1.861 -0.175 -0.088 -1.101 0.111 -0.323
N -0.394 -0.579 0.097 -0.206 1.394 -0.399 -0.202
C 0.201 -1.357 1.037 1.254 -1.202 3.500 -0.129
C -0.018 -2.664 0.635 0.214 1.898 -0.468 -0.156
N -0.623 -2.650 -0.576 -0.879 0.764 -1.638 0.050
C -0.833 -1.376 -0.910 0.563 -2.336 1.255 -0.189
H 1.160 0.495 -1.668 -0.483 1.008 -0.034 0.045
H 0.338 1.896 -2.372 -1.053 0.811 -0.981 0.009
H 1.497 2.067 -1.041 0.339 0.720 0.070 0.012
H -0.417 2.407 1.743 0.552 0.078 0.524 0.061
H 0.966 1.356 1.812 0.525 0.267 0.320 0.044
H 0.752 -0.997 2.028 -1.676 -0.585 -2.610 0.147
H 0.231 -3.595 1.068 0.377 -0.497 0.588 0.085
H -1.207 -0.983 -1.827 -0.411 0.025 -0.332 0.120
```
Positions in Å, forces in eV/Å.

Results
**LUMO energy**: 0.57 eV
**E**: -738.112561 hartree
**SMILES string**: C[P@@](N)(=O)n1ccnc1
**Gap between HOMO and LUMO**: 9.747 eV
**ΔE to the lowest compared entry with this formula, charge and spin**: 0.366 eV

***

- Which value of E does entry 2 give?
  -1518.195508 hartree

***

- E of number 4 (C4H8N3OP)?
  -738.112561 hartree

***

- Look up the E of the fourth one.
  -738.112561 hartree

***

- E of number 2 (C18H21F3N4O4)?
  -1518.195508 hartree